Entry 1:
DFT (wB97M-V/def2-TZVPD) results for a structure of composition CH3Cl2OP in a non-equilibrium geometry.

HOMO energy	-10.35	eV
HOMO-LUMO gap	8.76	eV
E_LUMO	-1.59	eV

Last column: Mulliken charge in e.
Cartesian coordinates (Å):
Cl1 2.893 0.750 1.496  -0.103
H1 -0.036 0.989 -0.461  0.344
Cl2 1.608 -2.647 1.938  -0.389
O1 2.725 -0.980 -0.627  -0.487
H2 -0.252 -0.160 0.816  0.307
C1 0.183 -0.038 -0.129  -0.698
H3 -0.141 -0.708 -0.993  0.276
P1 1.856 -0.461 0.426  0.751

---

Entry 2:
DFT (wB97M-V/def2-TZVPD) results for an isolated molecule of CH3Cl2OP in a non-equilibrium geometry.

HOMO energy (alpha / beta)	-7.41 / -10.52	eV
spin multiplicity	3
HOMO-LUMO gap (alpha / beta)	8.07 / 8.13	eV
E_LUMO (alpha / beta)	0.66 / -2.39	eV

Last column: Mulliken charge in e.
Cartesian coordinates (Å):
H1 1.572 0.644 1.440  0.338
P1 -0.183 -0.155 -0.148  0.693
H2 1.827 -1.052 1.267  0.297
Cl1 -1.357 -1.663 0.185  -0.134
O1 -0.847 -0.066 -2.015  -0.587
Cl2 -1.034 1.626 0.208  -0.221
C1 0.986 -0.234 1.281  -0.671
H3 -0.965 0.898 -2.219  0.284

---

Entry 3:
DFT (wB97M-V/def2-TZVPD) results for a cluster of 2 separate species, CH3Cl2OP in total in a non-equilibrium geometry.

HOMO energy (alpha / beta)	-6.42 / -9.83	eV
spin multiplicity	3
HOMO-LUMO gap (alpha / beta)	7.08 / 6.15	eV
E_LUMO (alpha / beta)	0.66 / -3.68	eV

Last column: Mulliken charge in e.
Cartesian coordinates (Å):
H1 2.224 0.810 0.675  0.324
Cl1 2.097 -0.835 -1.106  -0.080
H2 -2.940 -0.562 1.236  0.066
P1 -2.195 -1.145 0.246  0.041
H3 -1.046 -1.237 1.122  0.065
C1 1.842 0.773 -0.442  -0.106
O1 1.419 1.723 -0.960  -0.145
Cl2 -1.400 0.474 -0.771  -0.165

---

Entry 4:
DFT (wB97M-V/def2-TZVPD) results for a cluster of 2 separate species, CH3Cl2OPS in total in a non-equilibrium geometry.

HOMO energy	-8.67	eV
HOMO-LUMO gap	8.53	eV
SMILES	O=[PH](Cl)Cl.C=S
E_LUMO	-0.15	eV

Last column: Mulliken charge in e.
Cartesian coordinates (Å):
H1 0.265 0.844 -2.838  0.137
H2 0.033 -2.963 1.677  0.273
Cl1 0.396 3.574 -2.094  -0.169
O1 -0.734 1.297 -0.711  -0.478
P1 0.301 1.611 -1.653  0.683
H3 0.034 -1.783 3.000  0.207
C1 -0.496 -2.160 2.054  -0.329
Cl2 2.122 1.171 -1.041  -0.169
S1 -1.922 -1.591 1.605  -0.154

---

Entry 5:
DFT (wB97M-V/def2-TZVPD) results for a structure of composition CH3Cl2OSn2 in a non-equilibrium geometry.

HOMO energy	-18.56	eV
HOMO-LUMO gap	2.38	eV
E_LUMO	-16.18	eV
charge	+3

Last column: Mulliken charge in e.
Cartesian coordinates (Å):
Sn1 -8.362 -0.593 15.208  1.614
C1 -3.899 2.311 14.306  -0.061
Cl1 -2.188 2.285 13.898  -0.027
H1 -5.166 0.396 13.826  0.206
Sn2 -7.400 -0.440 11.021  1.615
O1 -6.028 -0.018 13.625  -0.645
H2 -4.409 2.287 13.343  0.165
Cl2 -4.386 3.835 15.064  -0.053
H3 -4.252 1.493 14.934  0.185

---

Entry 6:
DFT (wB97M-V/def2-TZVPD) results for the ion CH3Cl3N2P with charge +1 in a non-equilibrium geometry.

HOMO energy	-15.68	eV
HOMO-LUMO gap	9.99	eV
E_LUMO	-5.69	eV
charge	+1

Last column: Mulliken charge in e.
Cartesian coordinates (Å):
H1 2.834 0.409 0.327  0.270
N1 0.972 0.035 0.419  -0.206
N2 -1.193 -0.087 -1.971  -0.471
C1 2.127 -0.140 0.831  -0.071
Cl1 -1.792 1.804 0.401  -0.027
Cl2 -3.098 -1.106 0.067  -0.076
H2 -0.653 0.628 -2.366  0.294
Cl3 -0.323 -0.799 1.237  0.061
H3 2.769 -0.826 1.570  0.260
P1 -1.644 0.083 -0.514  0.967

---

Entry 7:
DFT (wB97M-V/def2-TZVPD) results for an isolated molecule of CH3Cl3Si in a non-equilibrium geometry.

HOMO energy	-11.25	eV
HOMO-LUMO gap	11.73	eV
SMILES	C[Si](Cl)(Cl)Cl
E_LUMO	0.48	eV

Last column: Mulliken charge in e.
Cartesian coordinates (Å):
Cl1 1.570 0.482 -1.824  -0.207
Cl2 1.562 -1.940 0.520  -0.305
H1 -1.433 -0.599 -0.838  0.277
C1 -1.074 0.005 -0.010  -0.917
H2 -1.509 0.996 -0.104  0.292
Cl3 1.512 1.403 1.350  -0.203
Si1 0.820 0.092 -0.002  0.781
H3 -1.449 -0.438 0.908  0.281

---

Entry 8:
DFT (wB97M-V/def2-TZVPD) results for a cluster of 2 separate species, CH3Cl3Si in total in a non-equilibrium geometry.

HOMO energy	-8.36	eV
HOMO-LUMO gap	5.75	eV
E_LUMO	-2.60	eV

Last column: Mulliken charge in e.
Cartesian coordinates (Å):
Cl1 -2.438 -2.592 1.097  -0.657
Si1 -1.960 0.718 -0.243  0.802
Cl2 -3.163 1.234 -1.960  -0.152
Cl3 -2.852 1.417 1.404  -0.052
H1 -1.158 -1.358 0.627  0.023
C1 -0.680 -0.617 -0.037  -0.558
H2 0.043 -0.212 0.654  0.283
H3 -0.095 -1.095 -0.961  0.310

---

Entry 9:
DFT (wB97M-V/def2-TZVPD) results for an isolated molecule of CH3ClFNS in a non-equilibrium geometry.

HOMO energy (alpha / beta)	-9.28 / -9.28	eV
HOMO-LUMO gap (alpha / beta)	7.96 / 7.97	eV
E_LUMO (alpha / beta)	-1.32 / -1.31	eV

Last column: Mulliken charge in e.
Cartesian coordinates (Å):
H1 -1.017 0.261 -1.025  0.265
F1 -0.240 2.132 -0.392  -0.233
C1 -0.677 0.848 -0.078  -0.095
N1 -0.104 -1.981 0.044  -0.451
H2 -1.462 1.186 0.542  0.276
Cl1 2.332 0.436 -0.491  -0.145
H3 0.491 -2.606 0.648  0.200
S1 0.677 -0.276 0.752  0.184

---

Entry 10:
DFT (wB97M-V/def2-TZVPD) results for a cluster of 2 separate species, CH3ClINO in total in a non-equilibrium geometry.

HOMO energy (alpha / beta)	-10.16 / -8.97	eV
HOMO-LUMO gap (alpha / beta)	9.98 / 5.87	eV
E_LUMO (alpha / beta)	-0.19 / -3.10	eV

Last column: Mulliken charge in e.
Cartesian coordinates (Å):
Cl1 1.076 1.358 1.859  -0.055
H1 -0.728 -1.880 0.235  0.237
O1 -0.457 0.165 0.342  -0.078
H2 -1.792 -0.840 -0.771  0.232
N1 0.537 -0.054 1.219  -0.141
C1 -0.782 -0.995 -0.397  -0.437
I1 2.234 3.349 -1.251  -0.003
H3 -0.087 -1.104 -1.235  0.246

---

Entry 11:
DFT (wB97M-V/def2-TZVPD) results for an isolated molecule of CH3ClN2 in a non-equilibrium geometry.

HOMO energy	-9.94	eV
HOMO-LUMO gap	10.17	eV
SMILES	[H]/N=N/CCl
E_LUMO	0.23	eV

Last column: Mulliken charge in e.
Cartesian coordinates (Å):
N1 0.559 -0.298 0.493  -0.011
N2 -0.040 -1.354 0.646  -0.444
C1 -0.239 0.584 -0.368  -0.277
H1 -0.791 1.400 0.280  0.252
Cl1 0.912 1.701 -1.425  -0.200
H2 0.445 -1.954 1.264  0.244
H3 -0.846 -0.080 -0.890  0.436

---

Entry 12:
DFT (wB97M-V/def2-TZVPD) results for a structure of composition CH3ClN2O2 in a non-equilibrium geometry.

HOMO energy (alpha / beta)	-9.40 / -9.40	eV
HOMO-LUMO gap (alpha / beta)	7.69 / 7.69	eV
E_LUMO (alpha / beta)	-1.71 / -1.71	eV

Last column: Mulliken charge in e.
Cartesian coordinates (Å):
O1 0.217 -1.841 1.443  -0.229
N1 1.353 -0.111 -0.532  0.262
C1 -0.700 1.270 -0.495  -0.554
H1 -1.416 0.597 -0.800  0.292
O2 1.331 -1.055 0.356  -0.179
H2 -0.767 2.310 -1.054  0.249
H3 -0.829 1.515 0.505  0.302
N2 0.600 0.803 -0.724  -0.208
Cl1 0.211 -3.487 1.300  0.065

---

Number 1: DFT total energy -37467.0147 eV, M 132.91 g mol⁻¹. Number 2: DFT total energy -37463.4179 eV, M 132.91 g mol⁻¹. Number 3: DFT total energy -37461.5856 eV, M 132.91 g mol⁻¹. Number 4: DFT total energy -48302.5268 eV, M 164.98 g mol⁻¹. Number 5: DFT total energy -39801.2778 eV, M 339.36 g mol⁻¹. Number 6: DFT total energy -50912.4625 eV, M 180.38 g mol⁻¹. Number 7: DFT total energy -46535.2501 eV, M 149.48 g mol⁻¹. Number 8: DFT total energy -46530.5733 eV, M 149.48 g mol⁻¹. Number 9: DFT total energy -28646.8249 eV, M 115.56 g mol⁻¹. Number 10: DFT total energy -25241.9809 eV, M 207.40 g mol⁻¹. Number 11: DFT total energy -16586.2141 eV, M 78.50 g mol⁻¹. Number 12: DFT total energy -20674.6508 eV, M 110.50 g mol⁻¹.